{"formula": "C3H8SSi", "method": "wB97M-V/def2-TZVPD", "species": ["C", "C", "C", "Si", "S", "H", "H", "H", "H", "H", "H", "H", "H"], "xyz": [[-1.4368, 1.3279, 0.3237], [0.4776, -0.9095, 1.4276], [0.8539, 0.1654, -1.6565], [0.2477, 0.5044, 0.1439], [0.5154, 2.4688, 0.8922], [-1.8229, 2.0046, -0.5208], [-2.1063, 1.2024, 1.2200], [1.4276, -1.4534, 1.4391], [0.3656, -0.6219, 2.5009], [-0.1899, -1.6033, 1.1217], [1.6857, 0.8101, -1.9283], [1.3182, -0.8299, -1.4406], [0.0931, -0.2004, -2.3210]], "charge": 0, "e_homo_ha": -0.324, "total_energy_ev": -21952.7267, "lumo_ev": 0.0411, "spin_multiplicity": 1}


{"formula": "C3H9BO", "method": "wB97M-V/def2-TZVPD", "species": ["C", "O", "B", "C", "C", "H", "H", "H", "H", "H", "H", "H", "H", "H"], "xyz": [[0.2741, 1.6807, -1.3515], [-0.2575, 0.4207, -1.2092], [-0.1217, -0.4371, 0.2015], [0.7104, 0.0582, 1.4738], [-1.0161, -1.7695, -0.0243], [1.1361, 1.7115, -0.7451], [-0.3629, 2.4111, -1.0351], [0.4319, 1.7514, -2.3594], [0.0221, 0.4818, 2.2380], [1.5602, 0.7736, 1.1507], [1.1901, -0.8815, 1.9538], [-1.2233, -1.8860, -1.1548], [-1.9565, -1.6708, 0.3969], [-0.3870, -2.6441, 0.4646]], "smiles": "COB(C)C", "charge": 0, "e_homo_ha": -0.365, "total_energy_ev": -5980.1149, "lumo_ev": 0.6452, "spin_multiplicity": 1}


{"formula": "C3H9BrO4PZr", "method": "wB97M-V/def2-TZVPD", "species": ["Zr", "Br", "C", "O", "P", "O", "O", "C", "O", "C", "H", "H", "H", "H", "H", "H", "H", "H", "H"], "xyz": [[0.1905, 3.6282, -2.1082], [0.3824, 1.7185, -4.1001], [-1.6028, 0.5916, 2.1006], [-0.3508, 1.0480, 1.5101], [0.1567, 0.6446, 0.0418], [-0.0547, 1.8302, -0.8675], [1.6971, 0.0818, 0.3127], [1.9793, -1.0714, 1.0267], [-0.6889, -0.6256, -0.4503], [-0.5176, -1.1238, -1.7386], [-1.5084, -0.0709, 2.9610], [-2.3104, 0.1282, 1.4132], [-2.0784, 1.4993, 2.4721], [2.8909, -1.5752, 0.7052], [1.1942, -1.8213, 0.9297], [1.9300, -0.9507, 2.1089], [-0.9409, -2.1240, -1.8316], [0.5301, -1.3308, -1.9566], [-0.8984, -0.4768, -2.5288]], "s2": 0.755, "charge": 4, "e_homo_ha": [-0.951, -0.939], "total_energy_ev": -92002.0499, "lumo_ev": [-20.7470, -20.7568], "spin_multiplicity": 2}


{"formula": "C3H9BrSSi", "method": "wB97M-V/def2-TZVPD", "species": ["C", "C", "C", "Si", "S", "Br", "H", "H", "H", "H", "H", "H", "H", "H", "H"], "xyz": [[0.1385, 0.3074, -1.8001], [-1.1865, -1.6167, 0.4510], [-0.2843, 1.3199, 1.3123], [0.0093, -0.0668, 0.0676], [3.6593, 0.8227, -0.1551], [2.4110, -0.9148, 0.3809], [-0.1371, 1.3351, -2.0111], [1.2098, 0.0781, -2.1330], [-0.5763, -0.4446, -2.1816], [-1.2522, -1.6861, 1.5494], [-2.2939, -1.3747, 0.1981], [-0.8632, -2.4183, -0.0732], [0.0665, 0.9791, 2.2816], [0.4644, 2.0304, 0.9919], [-1.3653, 1.6492, 1.1212]], "charge": 0, "e_homo_ha": -0.284, "total_energy_ev": -92011.4066, "lumo_ev": 0.0776, "spin_multiplicity": 1}


{"formula": "C3H9ClN", "method": "wB97M-V/def2-TZVPD", "species": ["C", "C", "C", "N", "Cl", "H", "H", "H", "H", "H", "H", "H", "H", "H"], "xyz": [[-0.8801, 0.5413, 0.7145], [1.7232, 0.9904, -0.6145], [-0.3140, -0.1977, -0.4868], [0.1779, -1.4761, -0.2657], [2.7133, -0.0789, 0.3223], [-1.7412, -0.0586, 1.2684], [-0.9993, 1.5721, 0.4406], [-0.0605, 0.5399, 1.4957], [2.1233, 0.8790, -1.6171], [1.4691, 1.9173, -0.2431], [-0.5417, 0.0541, -1.5186], [-0.2702, -2.0471, 0.4602], [1.1379, -1.3031, 0.3843], [0.5105, -2.0206, -1.1465]], "charge": 1, "e_homo_ha": -0.501, "total_energy_ev": -17259.4192, "lumo_ev": -4.1837, "spin_multiplicity": 1}


{"formula": "C3H9ClN2", "method": "wB97M-V/def2-TZVPD", "species": ["N", "C", "C", "N", "C", "Cl", "H", "H", "H", "H", "H", "H", "H", "H", "H"], "xyz": [[1.5278, -0.2123, 1.3769], [0.5969, 0.6669, 0.5623], [-0.2783, -0.2647, -0.2899], [0.4884, -1.0056, -1.3154], [-1.5366, 0.3643, -0.9245], [-1.3120, 1.9862, -1.6261], [1.9918, 0.4464, 2.0708], [1.1369, -0.9305, 2.0938], [1.1810, 1.4188, 0.0472], [0.0437, 1.1706, 1.6382], [-0.9883, -0.8062, 0.3262], [0.0013, -1.8564, -1.6542], [1.4964, -1.1039, -0.8878], [-2.1447, -0.4102, -1.4273], [-2.2044, 0.5365, 0.0097]], "smiles": "NC[C@H](N)CCl", "charge": 0, "e_homo_ha": -0.331, "total_energy_ev": -18757.3632, "lumo_ev": 0.7951, "spin_multiplicity": 1}


{"formula": "C3H9ClN2O2", "method": "wB97M-V/def2-TZVPD", "species": ["C", "O", "N", "O", "C", "N", "C", "Cl", "H", "H", "H", "H", "H", "H", "H", "H", "H"], "xyz": [[-1.4699, 0.7647, 1.4138], [-0.0685, 0.9109, 1.1460], [0.3102, 0.3330, -0.0340], [-0.5922, 0.7386, -1.0212], [0.2175, 1.4002, -2.1112], [0.0847, -1.4076, 0.1308], [1.1829, -1.8539, 0.9918], [0.5675, -1.9012, -1.4954], [-2.1374, 1.4098, 0.6718], [-1.5720, 1.0396, 2.4981], [-1.8341, -0.3277, 1.3914], [1.1992, 1.1169, -2.1041], [0.2143, 2.5084, -1.9653], [-0.4162, 1.0148, -2.9544], [1.0858, -1.3250, 1.9511], [1.0527, -2.9202, 0.8338], [2.1757, -1.5012, 0.6568]], "smiles": "CON(OC)N(C)Cl", "charge": 0, "e_homo_ha": -0.332, "total_energy_ev": -22847.7982, "lumo_ev": 0.8925, "spin_multiplicity": 1}


{"formula": "C3H9ClN3", "method": "wB97M-V/def2-TZVPD", "species": ["C", "C", "C", "N", "N", "N", "Cl", "H", "H", "H", "H", "H", "H", "H", "H", "H"], "xyz": [[0.1777, -0.7391, -0.2127], [-1.0840, -1.6056, -0.1718], [-0.7369, 0.9863, 1.3500], [1.1648, -1.2481, -0.8429], [0.1108, 0.4486, 0.3410], [1.6339, 1.8349, -0.8009], [2.0658, 3.2086, -0.1092], [-1.9131, -0.9666, -0.3790], [-1.1470, -2.2096, -1.0047], [-1.2675, -2.1535, 0.7342], [-1.6827, 0.4183, 1.1702], [-0.3468, 0.9501, 2.3654], [-0.8733, 2.0183, 1.0920], [1.1272, -2.2127, -1.2160], [2.0058, -0.7723, -0.9717], [0.7651, 2.0423, -1.3440]], "charge": 1, "e_homo_ha": [-0.505, -0.506], "total_energy_ev": -20238.5596, "lumo_ev": [-6.8275, -6.8267], "spin_multiplicity": 1}


{"formula": "C3H9ClNO", "method": "wB97M-V/def2-TZVPD", "species": ["C", "C", "C", "N", "O", "Cl", "H", "H", "H", "H", "H", "H", "H", "H", "H"], "xyz": [[-0.2740, -0.5765, -1.3479], [0.3338, -0.3474, 0.0184], [0.9903, 1.0157, 0.0831], [0.4863, -1.2936, 0.9039], [-1.4633, 0.6490, 0.8243], [2.8059, 0.6069, 0.3385], [-0.8182, 0.2581, -1.8637], [-1.1068, -1.2774, -1.0735], [0.4771, -1.0119, -1.9258], [0.7311, 1.6481, -0.7521], [0.7651, 1.3741, 1.0166], [-2.2078, 0.3788, 0.2152], [-0.2147, -2.1070, 0.9085], [0.8658, -0.9653, 1.8679], [-1.3705, 1.6484, 0.7866]], "charge": 1, "e_homo_ha": -0.558, "total_energy_ev": -19309.0790, "lumo_ev": -4.5135, "spin_multiplicity": 1}


{"formula": "C3H9ClNPS", "method": "wB97M-V/def2-TZVPD", "species": ["C", "C", "C", "N", "P", "S", "Cl", "H", "H", "H", "H", "H", "H", "H", "H", "H"], "xyz": [[-1.1414, -1.8859, 1.2578], [1.4018, 2.3506, -0.3127], [-1.2082, -1.2655, -0.1862], [0.3104, 1.6066, 0.3211], [0.4591, -0.5645, -0.5829], [2.1023, -1.4938, -0.1165], [0.2911, -0.1480, -2.5437], [-0.5272, -1.0892, 1.6815], [-2.0910, -1.7720, 1.9447], [-0.7514, -2.8486, 1.4216], [1.7576, 3.0426, 0.5106], [2.0929, 1.6703, -0.5780], [0.9937, 2.9171, -1.1704], [-1.8336, -0.4779, -0.4712], [-1.2072, -1.9502, -1.0297], [-0.6489, 1.9084, -0.1459]], "charge": 0, "e_homo_ha": -0.322, "total_energy_ev": -37392.1148, "lumo_ev": -0.1666, "spin_multiplicity": 1}


The evaluated F_max for the records listed, in turn: 0.0697; 0.1222; 0.1443; 0.1035; 0.0890; 0.1100; 0.0894; 0.0845; 0.0784; 0.0910 Eh/bohr.